Model i:
C3H7NOS | wB97M-V/def2-TZVPD

ORCA input file:
```
! wB97M-V def2-TZVPD RIJCOSX def2/J DEFGRID3
* xyz 0 3
C 0.74 -0.05 -1.64
C 0.08 0.30 -0.35
C 0.45 1.43 0.49
N -0.38 -1.54 1.69
O -1.50 -1.82 -0.61
S -0.91 -0.93 0.36
H 0.53 -1.07 -1.80
H 1.07 0.60 -2.42
H 1.22 2.05 0.14
H -0.53 1.98 0.53
H 0.70 1.17 1.47
H 0.30 -2.15 1.28
H -1.77 0.02 0.86
*
```

- HOMO (alpha / beta): -7.23 / -9.81 eV

---

Model ii:
C3H7NOS | wB97M-V/def2-TZVPD

ORCA input file:
```
! wB97M-V def2-TZVPD RIJCOSX def2/J DEFGRID3
* xyz 0 3
C 1.27 1.05 0.49
C 0.95 0.56 -0.69
C -1.56 -0.38 -0.61
N -0.53 -2.32 -0.07
O -1.27 -1.26 0.26
S -2.57 0.95 -0.15
H 1.14 2.10 0.72
H 1.66 0.43 1.28
H 0.59 1.18 -1.48
H -1.32 -0.47 -1.66
H -0.40 -2.84 0.80
H 1.11 -0.49 -0.92
H -2.67 0.59 1.13
*
```

- HOMO (alpha / beta): -6.27 / -9.67 eV

---

The data favor model ii; the next most stable structure lies 26.6 kJ/mol above it.

---

Model i:
C2H5N3S2 | wB97M-V/def2-TZVPD

ORCA input file:
```
! wB97M-V def2-TZVPD RIJCOSX def2/J DEFGRID3
* xyz 0 1
C 0.76 0.30 1.31
C -0.57 0.04 0.71
N -0.81 -0.25 -0.63
N 1.85 -0.36 1.18
N -0.52 0.77 -1.54
S 1.84 -1.62 -0.05
S -0.40 -1.80 -1.24
H 0.72 1.06 2.05
H -1.13 -0.66 1.47
H -1.14 1.09 0.88
H -1.06 0.59 -2.32
H 0.45 0.85 -1.81
*
```

- HOMO: -8.61 eV

---

Model ii:
C2H5N3S2 | wB97M-V/def2-TZVPD

ORCA input file:
```
! wB97M-V def2-TZVPD RIJCOSX def2/J DEFGRID3
* xyz 0 1
C -1.62 -0.08 -0.01
C 1.02 -0.36 -0.07
H -2.24 1.97 0.13
H -1.01 1.64 -1.10
H -2.45 -1.57 0.82
H 0.60 0.98 -0.17
H 4.48 -1.56 0.65
N -1.48 1.36 -0.31
N -2.61 -0.51 0.65
N 2.23 -0.96 0.01
S -0.44 -1.17 -0.59
S 3.52 0.25 0.00
*
```

- HOMO: -8.65 eV

---

The data favor model i; the next most stable structure lies 227.3 kJ/mol above it.

---

Model i:
C8H13N5 | wB97M-V/def2-TZVPD

ORCA input file:
```
! wB97M-V def2-TZVPD RIJCOSX def2/J DEFGRID3
* xyz 2 1
C -0.08 -0.97 3.97
C 1.06 -0.85 3.26
C -0.69 0.16 2.26
C -0.14 1.78 -1.38
C 1.44 0.23 1.10
C -1.04 0.47 -3.01
C -0.31 -0.39 -1.95
C -1.24 -1.40 -1.26
N -1.11 -0.35 3.33
N 0.73 -0.09 2.11
N 0.25 0.59 -1.05
N -0.87 1.81 -2.49
N 2.65 0.29 0.72
H -0.22 -1.45 4.93
H 2.05 -1.22 3.45
H -1.23 0.71 1.52
H 0.13 2.67 -0.84
H -0.57 0.37 -3.99
H -2.10 0.23 -3.12
H 0.53 -0.95 -2.38
H -1.67 -2.05 -2.01
H -2.05 -0.88 -0.75
H -0.69 -2.00 -0.55
H -1.19 2.64 -2.97
H 3.45 0.15 1.34
H 2.89 0.53 -0.24
*
```

- HOMO (alpha / beta): -17.00 / -17.00 eV

---

Model ii:
C8H13N5 | wB97M-V/def2-TZVPD

ORCA input file:
```
! wB97M-V def2-TZVPD RIJCOSX def2/J DEFGRID3
* xyz 2 1
C -1.43 1.20 3.06
C -2.13 1.53 1.85
C 0.82 -0.28 0.85
C 0.65 -0.98 -0.47
C -0.50 -0.52 -1.39
C -1.37 0.90 0.76
C 1.98 -1.04 -1.25
C -0.24 0.82 -2.06
N -0.30 0.70 2.71
N -1.91 2.17 0.74
N -0.20 0.45 1.37
N 1.88 -0.43 1.57
N -1.78 -0.48 -0.67
H -1.70 1.38 4.09
H 0.43 -2.02 -0.16
H -0.60 -1.28 -2.18
H 2.70 -1.70 -0.78
H 2.42 -0.05 -1.35
H 1.80 -1.43 -2.24
H 0.62 0.75 -2.72
H -0.06 1.62 -1.35
H -1.09 1.10 -2.68
H 2.68 -0.97 1.24
H 1.95 -0.02 2.50
H -2.53 -0.06 -1.23
H -2.09 -1.34 -0.23
*
```

- HOMO: -18.27 eV

---

The data favor model i; the next most stable structure lies 79.4 kJ/mol above it.